No. 1
A structure of composition C54H48BiN6S6 at a distorted geometry. Source: the OMol25 dataset; level of theory: ωB97M-V/def2-TZVPD.

HOMO	-9.4	eV
electronic energy	-136553.6600	eV
net charge	+1
frontier orbital gap	7.06	eV
largest force on an atom	0.099	hartree/bohr
spin multiplicity	1

Each line ends with the Löwdin charge.
Positions of all 115 atoms, in Å:
Bi  2.7593  0.4369  1.4166  1.02
N  0.7759  1.3565  1.7182  -0.51
S  -0.0435  1.3938  2.9789  0.75
N  -0.5655  0.0286  3.8127  -0.34
S  -1.2614  -1.0786  2.8915  0.90
N  -0.8270  -1.5195  1.4876  -0.38
S  0.5281  -2.1228  0.7584  0.78
N  1.5511  -1.1428  0.3890  -0.52
C  -0.2964  -2.6382  -0.7814  -0.32
C  -1.6391  -2.9091  -0.9255  -0.10
C  -2.1442  -3.2578  -2.1621  -0.07
C  -1.2393  -3.3091  -3.2200  -0.08
C  0.1056  -3.0032  -3.1336  -0.03
C  0.5989  -2.6344  -1.8291  -0.05
C  0.9585  -3.7333  1.5755  -0.26
C  2.3225  -3.8622  1.8130  -0.09
C  2.7513  -4.9284  2.5489  -0.05
C  1.8279  -5.9327  2.8181  -0.08
C  0.5286  -5.8654  2.4971  -0.08
C  0.0218  -4.7331  1.8829  -0.05
C  -2.9671  -0.7996  2.5686  -0.33
C  -3.8994  -0.6969  3.6281  -0.02
C  -5.2796  -0.4471  3.3057  -0.06
C  -5.6160  -0.2502  2.0216  -0.08
C  -4.6783  -0.2628  0.9956  -0.02
C  -3.3249  -0.5242  1.2944  -0.08
C  -1.2156  -2.4692  4.0076  -0.29
C  -0.0748  -2.5067  4.7590  -0.08
C  0.0533  -3.5648  5.6075  -0.05
C  -0.9199  -4.5072  5.8088  -0.04
C  -2.0530  -4.4064  5.0207  -0.06
C  -2.3032  -3.4032  4.0970  -0.02
C  0.6854  2.2517  4.3346  -0.36
C  1.3278  3.4300  3.8834  -0.06
C  2.0384  4.2003  4.7758  -0.07
C  2.0122  3.9019  6.1217  -0.08
C  1.3392  2.7755  6.5665  -0.06
C  0.6548  1.9279  5.6454  -0.08
C  -1.5217  2.2926  2.5837  -0.33
C  -2.3309  2.8634  3.5681  -0.06
C  -3.2911  3.8145  3.2584  -0.06
C  -3.6895  3.9519  1.9262  -0.06
C  -2.9892  3.2946  0.9292  -0.03
C  -1.8375  2.5058  1.2641  -0.05
H  -2.2177  -3.0191  0.0031  0.11
H  -3.1497  -3.5575  -2.2888  0.10
H  -1.7508  -3.5371  -4.2072  0.13
H  0.7778  -2.8978  -3.9016  0.07
H  1.5789  -2.0791  -1.6582  0.12
H  2.9575  -2.9865  1.6285  0.07
H  3.7604  -5.0557  2.9088  0.12
H  2.2751  -6.8252  3.2851  0.13
H  -0.1315  -6.6614  2.6587  0.10
H  -0.9964  -4.6030  1.5979  0.10
H  -3.6264  -0.8658  4.6544  0.12
H  -5.9813  -0.3987  4.1470  0.12
H  -6.7024  -0.1331  1.9340  0.12
H  -4.9547  -0.1637  -0.0231  0.10
H  -2.6833  -0.5356  0.4519  0.08
H  0.6589  -1.7296  4.5907  0.03
H  0.9289  -3.7426  6.1357  0.10
H  -0.8918  -5.2835  6.5303  0.11
H  -2.6940  -5.2137  5.0726  0.09
H  -3.0252  -3.3521  3.3788  0.08
H  1.2917  3.7091  2.8193  0.12
H  2.5154  5.0867  4.4949  0.10
H  2.5951  4.5769  6.8582  0.14
H  1.1007  2.6305  7.7192  0.15
H  0.1293  1.1037  6.0948  0.11
H  -2.1079  2.7295  4.6310  0.12
H  -3.8017  4.3533  4.0690  0.12
H  -4.4512  4.6899  1.7017  0.11
H  -3.2057  3.3913  -0.0966  0.09
H  -1.1747  2.1854  0.4992  0.07
S  4.6220  1.4485  -1.8145  0.64
C  3.4880  2.0136  -2.8818  -0.71
N  3.5180  1.6645  -4.2002  -0.11
C  2.3345  1.7520  -4.9772  -0.13
C  1.6396  3.1046  -4.7168  -0.12
N  1.3697  3.2362  -3.3278  -0.13
C  0.1413  4.0540  -2.9174  -0.09
C  -0.9543  3.0295  -2.8600  -0.20
C  -2.2128  3.3373  -3.3209  -0.06
C  -3.2511  2.4466  -3.2145  -0.12
C  -3.1464  1.2247  -2.6389  -0.09
C  -1.8504  0.8518  -2.1755  -0.05
C  -0.7825  1.7597  -2.2304  -0.02
C  2.3183  2.9101  -2.3760  -0.75
S  2.3130  3.5348  -0.8816  0.69
C  4.4463  0.6169  -4.6857  -0.12
C  4.2726  0.2937  -6.1909  -0.22
C  3.3822  -0.7483  -6.5595  -0.06
C  3.1688  -1.0232  -7.8749  -0.10
C  3.7914  -0.2863  -8.8745  -0.06
C  4.6461  0.7659  -8.4619  -0.08
C  4.8943  1.0471  -7.1604  -0.06
H  1.6831  0.9485  -4.7287  0.13
H  2.5653  1.6784  -6.0461  0.13
H  0.7701  3.1333  -5.2927  0.11
H  2.2625  3.9442  -5.1374  0.15
H  -0.0298  4.7985  -3.6822  0.13
H  0.3341  4.4965  -1.9448  0.06
H  -2.3233  4.3339  -3.7005  0.11
H  -4.2342  2.7674  -3.6414  0.13
H  -3.9339  0.4869  -2.7595  0.10
H  -1.7151  -0.0996  -1.7018  0.07
H  0.1314  1.4545  -1.8187  0.08
H  4.3138  -0.2822  -4.1072  0.10
H  5.4693  0.9515  -4.5890  0.11
H  2.9482  -1.3860  -5.8080  0.11
H  2.5818  -1.9415  -8.1619  0.13
H  3.5904  -0.4209  -9.9427  0.11
H  5.1009  1.2599  -9.3294  0.11
H  5.5830  1.7955  -6.9292  0.11
S  2.8983  -0.6853  3.4653  -0.23



No. 2
A structure of composition C54H48ClMnN13O2 at a distorted geometry. Source: the OMol25 dataset; level of theory: ωB97M-V/def2-TZVPD.

HOMO (spin up / spin down)	-14.1 / -14.1	eV
electronic energy	-124053.3737	eV
net charge	+4
frontier orbital gap (spin up / spin down)	3.38 / 1.78	eV
expectation value of S²	3.8067
largest force on an atom	0.038	hartree/bohr
spin multiplicity	4

Each line ends with the Löwdin charge.
Positions of all 119 atoms, in Å:
Mn  -0.1443  -0.1237  1.4548  0.81
C  2.6639  3.1345  1.0103  -0.05
C  1.5999  2.2808  0.7301  -0.06
N  1.1010  1.4602  1.6616  0.03
C  1.6309  1.5608  2.9102  -0.15
C  2.7206  2.4065  3.1512  -0.01
N  3.2296  3.1610  2.2033  0.15
C  0.9985  0.6803  3.8888  -0.16
C  1.0289  0.8320  5.2679  0.09
C  0.2441  -0.0055  6.0717  -0.09
C  -0.4385  -1.0564  5.4450  0.11
C  -0.4137  -1.1600  4.0591  -0.15
N  0.2455  -0.2655  3.2884  0.01
C  -1.1455  -2.1206  3.2376  -0.13
C  -1.7214  -3.3170  3.6823  0.00
N  -2.3746  -4.1119  2.8660  0.15
C  -2.4864  -3.7553  1.6010  -0.04
C  -1.8910  -2.5927  1.1191  -0.05
N  -1.2090  -1.7734  1.9245  0.05
C  0.0539  0.2899  7.5020  -0.17
C  0.0833  1.6177  7.9404  0.00
C  -0.1669  1.8878  9.2786  -0.09
N  -0.4423  0.9184  10.1120  0.10
C  -0.4793  -0.3381  9.7537  -0.09
C  -0.2252  -0.7091  8.4372  0.01
H  3.0838  3.7874  0.2587  0.14
H  1.1727  2.2380  -0.2627  0.13
H  3.2130  2.4514  4.1130  0.14
H  1.6218  1.6167  5.7106  0.14
H  -1.0389  -1.7405  6.0241  0.13
H  -1.6531  -3.6421  4.7112  0.14
H  -3.0623  -4.4043  0.9593  0.14
H  -1.9745  -2.3227  0.0747  0.12
H  0.2736  2.4335  7.2641  0.11
H  -0.1578  2.8979  9.6633  0.13
H  -0.7288  -1.0657  10.5159  0.13
H  -0.2193  -1.7539  8.1744  0.12
C  -11.0537  5.4512  -4.6878  0.01
O  -10.2618  4.3074  -4.9199  0.06
C  -9.2063  4.0141  -4.2056  -0.19
C  -8.5234  2.8249  -4.5779  0.10
C  -7.3866  2.4393  -3.9277  0.04
C  -6.8909  3.1943  -2.8452  -0.08
C  -7.5750  4.3655  -2.4603  0.03
C  -8.7006  4.7772  -3.1249  0.07
C  -5.7270  2.7220  -2.1461  -0.22
N  -4.8264  1.8932  -2.6468  0.22
C  -3.9291  1.6728  -1.6711  -0.14
C  -4.3052  2.3698  -0.5007  -0.10
N  -5.4332  3.0455  -0.8407  0.21
C  -3.5974  2.2356  0.7191  -0.04
C  -3.9559  2.8369  1.9345  0.06
C  -3.2019  2.5610  3.0522  0.02
C  -2.1190  1.6897  2.9495  -0.05
N  -1.7409  1.1136  1.8136  0.05
C  -2.4575  1.3855  0.6973  -0.10
C  -2.0044  0.7612  -0.5145  -0.12
N  -0.8475  0.0482  -0.4349  0.03
C  -0.4101  -0.5200  -1.5579  -0.07
C  -1.0708  -0.4387  -2.7791  0.02
C  -2.2576  0.2575  -2.8697  0.08
C  -2.7398  0.8859  -1.7165  -0.05
H  -11.8401  5.4315  -5.4429  0.12
H  -10.4684  6.3714  -4.7886  0.12
H  -11.5050  5.4237  -3.6903  0.12
H  -8.9361  2.2511  -5.3908  0.15
H  -6.8639  1.5411  -4.2105  0.13
H  -7.1980  4.9816  -1.6580  0.13
H  -9.1936  5.6880  -2.8256  0.14
H  -6.0043  3.6263  -0.2495  0.17
H  -4.8183  3.4813  1.9931  0.14
H  -3.4438  2.9920  4.0094  0.13
H  -1.5605  1.4519  3.8450  0.12
H  0.5099  -1.0851  -1.5059  0.11
H  -0.6342  -0.9281  -3.6331  0.13
H  -2.8118  0.3425  -3.7901  0.14
C  3.5637  0.4236  -2.4908  -0.04
C  4.9910  -0.1330  -2.6108  -0.51
C  5.3672  -0.1110  -4.1019  -0.03
C  5.9496  0.8140  -1.8856  -0.03
C  5.0335  -1.6082  -2.0409  -0.42
O  3.9939  -2.3695  -2.6108  -0.01
C  6.4159  -2.2504  -2.3267  -0.10
C  6.4572  -3.7656  -2.0712  -0.13
C  5.6351  -4.5568  -3.0257  -0.24
C  4.5675  -5.3513  -2.5760  -0.05
C  3.8780  -6.1621  -3.4450  -0.10
C  4.2438  -6.2049  -4.8013  -0.69
Cl  3.4502  -7.2631  -5.8656  0.72
C  5.2852  -5.3849  -5.2725  -0.09
C  5.9633  -4.5751  -4.3943  -0.04
C  4.8214  -1.6654  -0.4975  -0.01
N  3.4533  -1.7373  -0.0735  -0.06
C  2.7422  -0.8019  0.5477  -0.10
N  1.5176  -1.2622  0.8087  0.02
C  1.5641  -2.5359  0.3190  -0.16
N  2.7196  -2.8329  -0.2060  0.19
H  3.5356  1.4161  -2.9329  0.09
H  3.2491  0.5139  -1.4549  0.04
H  2.8506  -0.2057  -3.0191  0.08
H  5.0821  0.8497  -4.5246  0.10
H  4.8595  -0.8784  -4.6849  0.09
H  6.4387  -0.2099  -4.2464  0.10
H  5.9812  1.7554  -2.4271  0.10
H  6.9608  0.4234  -1.8582  0.09
H  5.6329  1.0371  -0.8701  0.07
H  4.0694  -2.3355  -3.5725  0.11
H  7.1649  -1.7662  -1.7023  0.13
H  6.6765  -2.0761  -3.3681  0.11
H  6.1745  -4.0129  -1.0482  0.11
H  7.5022  -4.0682  -2.2029  0.14
H  4.2924  -5.3222  -1.5324  0.11
H  3.0719  -6.7854  -3.0931  0.10
H  5.5630  -5.4206  -6.3142  0.11
H  6.7895  -3.9791  -4.7547  0.12
H  5.2965  -0.8059  -0.0296  0.13
H  5.2929  -2.5718  -0.1215  0.14
H  3.1474  0.1538  0.8142  0.13
H  0.7531  -3.2371  0.3599  0.12